No. 1
ORCA calculation (ωB97M-V/def2-TZVPD) on the molecule C3H4N2O.

Each line ends with the natural charge from an NBO analysis.
Element x y z (Å)
1 N 1.752 -0.125 0.005  -0.669
2 C 0.824 0.726 0.200  0.346
3 C -0.390 1.255 0.262  -0.022
4 N -1.376 0.355 0.528  -0.610
5 C -1.387 -0.797 -0.188  0.482
6 O -0.622 -1.173 -1.082  -0.702
7 H 1.760 -0.691 -0.849  0.430
8 H 2.300 -0.465 0.792  0.406
9 H -0.603 2.328 0.234  0.225
10 H -2.258 -1.413 0.098  0.114

Its HOMO energy (spin up / spin down) is -8.500 / -8.501 eV. As for the LUMO energy (spin up / spin down): -0.079 / -0.079 eV. As for the net charge: 0.

***

No. 2
ORCA calculation (ωB97M-V/def2-TZVPD) on a 2-piece molecular cluster, C3H10N4O overall in a non-equilibrium geometry.

Each line ends with the natural charge from an NBO analysis.
Element x y z (Å)
1 N 1.773 -1.708 -0.300  -0.845
2 C 2.165 -0.321 -0.350  0.565
3 N 1.870 0.227 -1.625  -0.855
4 N 2.704 0.397 0.550  -0.724
5 H 2.421 -2.201 0.328  0.373
6 H 2.099 -2.022 -1.238  0.372
7 H 0.967 -0.089 -2.032  0.377
8 H 1.958 1.256 -1.557  0.402
9 H 2.857 -0.183 1.379  0.336
10 C -1.818 1.577 -0.271  0.521
11 N -1.838 0.267 0.094  -0.611
12 C -2.416 -0.161 1.356  -0.418
13 O -2.162 2.476 0.490  -0.613
14 H -1.350 1.731 -1.275  0.105
15 H -1.498 -0.404 -0.574  0.392
16 H -2.079 0.447 2.179  0.222
17 H -2.157 -1.205 1.489  0.204
18 H -3.498 -0.086 1.356  0.198

Its HOMO energy is -9.686 eV. As for the LUMO energy: 0.553 eV. As for the SMILES: N=C(N)N.CNC=O. As for the net charge: 0.

***

No. 3
ORCA calculation (ωB97M-V/def2-TZVPD) on a 4-piece molecular cluster, C13H32O6S overall in a non-equilibrium geometry.

Each line ends with the natural charge from an NBO analysis.
Element x y z (Å)
1 O 0.250 0.707 -0.864  -0.562
2 C 0.787 -0.539 -0.750  0.964
3 O 0.479 -1.635 -1.721  -0.697
4 O 1.736 -0.725 0.380  -0.530
5 C 1.223 -1.691 1.363  -0.097
6 C 2.139 -3.033 1.571  -0.450
7 C 3.466 -3.131 0.614  -0.520
8 S 4.798 -1.861 0.964  -0.089
9 H 1.392 -1.886 -2.092  0.503
10 H 0.078 -1.957 1.156  0.205
11 H 1.211 -1.129 2.416  0.202
12 H 1.446 -3.957 1.272  0.219
13 H 2.413 -3.220 2.718  0.223
14 H 3.957 -4.196 0.838  0.240
15 H 3.114 -3.183 -0.510  0.236
16 H 4.535 -1.289 2.223  0.148
17 C -3.371 3.800 -1.001  -0.630
18 C -3.212 2.736 -2.076  0.096
19 C -3.187 1.340 -1.474  -0.634
20 O -2.001 2.963 -2.791  -0.722
21 H -2.533 3.772 -0.296  0.200
22 H -3.375 4.800 -1.448  0.215
23 H -4.302 3.661 -0.444  0.203
24 H -4.036 2.812 -2.794  0.171
25 H -2.343 1.225 -0.785  0.213
26 H -3.061 0.585 -2.257  0.218
27 H -4.113 1.128 -0.930  0.203
28 H -1.264 2.897 -2.161  0.467
29 C 7.414 -5.109 -0.592  -0.630
30 C 6.227 -4.987 -1.535  0.095
31 C 6.680 -4.789 -2.973  -0.629
32 O 5.420 -3.882 -1.138  -0.735
33 H 8.024 -4.200 -0.611  0.202
34 H 7.072 -5.239 0.441  0.219
35 H 8.046 -5.961 -0.862  0.211
36 H 5.607 -5.888 -1.465  0.175
37 H 7.265 -3.868 -3.076  0.200
38 H 5.816 -4.691 -3.639  0.216
39 H 7.291 -5.631 -3.314  0.212
40 H 5.962 -3.078 -1.197  0.469
41 C -5.809 5.179 3.518  -0.629
42 C -6.265 4.321 2.349  0.092
43 C -6.652 5.175 1.152  -0.631
44 O -7.383 3.533 2.749  -0.718
45 H -6.612 5.847 3.850  0.196
46 H -5.545 4.552 4.376  0.218
47 H -4.940 5.786 3.246  0.210
48 H -5.463 3.631 2.064  0.177
49 H -7.485 5.842 1.400  0.197
50 H -6.990 4.544 0.322  0.218
51 H -5.808 5.781 0.810  0.212
52 H -8.100 4.137 3.003  0.458

Its HOMO energy is -9.040 eV. As for the LUMO energy: 0.203 eV. As for the SMILES: O=C(O)OCCCS.CC(C)O.CC(C)O.CC(C)O. As for the net charge: 0.

***

No. 4
ORCA calculation (ωB97M-V/def2-TZVPD) on C21H13CuF3O17 as an isolated structure in a non-equilibrium geometry.

Each line ends with the natural charge from an NBO analysis.
Element x y z (Å)
1 Cu -3.692 -4.540 -1.755  0.906
2 C -5.448 -8.409 -1.728  -0.525
3 C -5.269 -7.183 -1.079  0.422
4 C -6.518 -6.539 -0.390  0.429
5 O -6.380 -5.503 0.253  -0.663
6 C -7.796 -7.162 -0.611  -0.578
7 C -7.893 -8.471 -1.110  0.390
8 C -6.672 -9.112 -1.753  0.423
9 O -6.713 -10.269 -2.212  -0.679
10 O -9.004 -9.049 -1.183  -0.712
11 O -4.184 -6.523 -1.127  -0.819
12 H -4.554 -8.809 -2.195  0.184
13 H -8.615 -6.796 -0.001  0.181
14 C -5.001 0.047 1.336  -0.572
15 C -4.380 0.907 0.384  0.414
16 C -3.217 0.351 -0.520  0.424
17 O -2.698 1.089 -1.368  -0.707
18 C -2.918 -1.022 -0.357  -0.552
19 C -3.801 -1.912 0.289  0.427
20 C -4.843 -1.349 1.268  0.413
21 O -5.418 -2.111 2.073  -0.696
22 O -3.682 -3.153 0.135  -0.759
23 O -4.600 2.136 0.335  -0.715
24 H -5.563 0.528 2.126  0.181
25 H -2.164 -1.515 -0.966  0.176
26 C 1.572 -5.332 -1.095  -0.126
27 C 0.771 -4.107 -0.693  0.435
28 O -0.531 -4.578 -0.758  -0.455
29 C -0.586 -5.593 -1.667  0.965
30 O -1.573 -6.072 -2.089  -0.506
31 O 0.686 -5.955 -2.017  -0.506
32 F 0.916 -3.121 -1.644  -0.350
33 H 1.747 -6.041 -0.281  0.183
34 H 2.547 -5.096 -1.517  0.193
35 H 1.020 -3.669 0.269  0.173
36 C -7.655 -2.526 -0.442  -0.139
37 C -8.328 -3.495 -1.395  0.420
38 O -7.299 -3.807 -2.302  -0.482
39 C -6.257 -2.964 -2.144  1.005
40 O -5.238 -3.018 -2.758  -0.640
41 O -6.481 -2.132 -1.135  -0.454
42 F -9.350 -2.881 -2.115  -0.381
43 H -7.384 -3.019 0.493  0.269
44 H -8.252 -1.624 -0.315  0.195
45 H -8.660 -4.446 -0.994  0.205
46 C -0.265 -2.059 -5.594  -0.134
47 C -1.645 -1.496 -5.949  0.437
48 O -2.494 -2.004 -4.982  -0.465
49 C -1.807 -2.729 -4.056  0.992
50 O -2.285 -3.223 -3.108  -0.542
51 O -0.487 -2.734 -4.349  -0.488
52 F -2.037 -2.004 -7.177  -0.363
53 H 0.446 -1.288 -5.306  0.203
54 H 0.042 -2.797 -6.329  0.203
55 H -1.723 -0.414 -6.018  0.164

Its HOMO energy is 1.390 eV. As for the LUMO energy: 5.125 eV. As for the net charge: -3.

***

No. 5
ORCA calculation (ωB97M-V/def2-TZVPD) on the molecule C4H11N3O in a non-equilibrium geometry.

Each line ends with the natural charge from an NBO analysis.
Element x y z (Å)
1 O -1.078 -1.432 1.054  -0.621
2 C -1.185 -0.575 0.163  0.663
3 N -2.428 -0.458 -0.494  -0.630
4 C -2.428 0.024 -1.918  -0.442
5 C -0.003 0.417 -0.134  -0.310
6 N 0.932 0.655 0.989  -0.687
7 C 2.400 0.684 0.941  -0.051
8 N 3.015 -0.599 1.296  -0.849
9 H -3.179 -1.041 -0.281  0.399
10 H -1.851 0.935 -2.026  0.221
11 H -3.454 0.256 -2.333  0.209
12 H -2.229 -0.963 -2.475  0.201
13 H -0.523 1.397 -0.342  0.197
14 H 0.599 -0.027 -1.029  0.214
15 H 0.503 0.231 1.874  0.384
16 H 2.755 1.236 0.008  0.202
17 H 2.563 1.511 1.837  0.187
18 H 2.509 -0.910 2.134  0.354
19 H 3.083 -1.339 0.736  0.360

Its HOMO energy is -8.373 eV. As for the LUMO energy: 0.824 eV. As for the SMILES: CNC(=O)CNCN. As for the net charge: 0.

***

No. 6
ORCA calculation (ωB97M-V/def2-TZVPD) on a 2-piece molecular cluster, C2H2OS2 overall in a non-equilibrium geometry.

Each line ends with the natural charge from an NBO analysis.
Element x y z (Å)
1 C -2.190 -1.122 0.371  0.472
2 C 1.691 0.621 -0.325  -0.466
3 O -1.732 -2.170 0.350  -0.453
4 S 0.661 1.606 0.470  0.086
5 S -2.841 0.327 0.371  -0.020
6 H 1.584 -0.355 -0.742  0.191
7 H 2.828 1.093 -0.495  0.189

Its HOMO energy is -8.878 eV. As for the LUMO energy: -0.572 eV. As for the SMILES: O=C=S.C=S. As for the net charge: 0.

***

> The lowest net charge belongs to which entry?

C21H13CuF3O17

***

> Which value of net charge does entry 6 give?

0

***

What did the first record say?
ORCA calculation (ωB97M-V/def2-TZVPD) on the molecule C3H4N2O.

Each line ends with the natural charge from an NBO analysis.
Element x y z (Å)
1 N 1.752 -0.125 0.005  -0.669
2 C 0.824 0.726 0.200  0.346
3 C -0.390 1.255 0.262  -0.022
4 N -1.376 0.355 0.528  -0.610
5 C -1.387 -0.797 -0.188  0.482
6 O -0.622 -1.173 -1.082  -0.702
7 H 1.760 -0.691 -0.849  0.430
8 H 2.300 -0.465 0.792  0.406
9 H -0.603 2.328 0.234  0.225
10 H -2.258 -1.413 0.098  0.114

Its HOMO energy (spin up / spin down) is -8.500 / -8.501 eV. As for the LUMO energy (spin up / spin down): -0.079 / -0.079 eV. As for the net charge: 0.